Entry from the Open Molecules 2025 dataset: C19H23F16GaNO2 as an isolated structure in a non-equilibrium geometry (ωB97M-V/def2-TZVPD).

Each line ends with the Mulliken charge.
CARTESIAN COORDINATES (ANGSTROEM)
1 N -1.69200 6.46930 -1.86411  -0.81
2 C -0.26927 6.01999 -1.76922  -0.19
3 C 0.24780 5.42095 -3.09903  -1.00
4 Ga 1.09109 3.57338 -2.89291  0.05
5 C 2.53570 3.48852 -1.40644  -1.23
6 C 2.93380 4.86150 -0.96120  0.61
7 C 3.39248 5.78153 -1.91552  -0.28
8 C 3.74177 7.08036 -1.57303  -0.58
9 C 3.62970 7.47609 -0.24156  -0.42
10 C 3.20553 6.56914 0.71781  -0.47
11 C 2.85860 5.26547 0.37377  -0.43
12 H -2.22340 5.62201 -2.03058  0.29
13 H -1.74103 7.02605 -2.70860  0.27
14 H 0.31517 6.89645 -1.49124  0.13
15 H -0.20755 5.28950 -0.96116  0.24
16 H 0.92607 6.15840 -3.54068  0.25
17 H -0.58049 5.30418 -3.80154  0.65
18 H 1.68287 3.03495 -4.30009  -0.51
19 H -0.09059 2.61298 -2.46250  -0.11
20 H 2.11645 2.95085 -0.55100  0.30
21 H 3.39823 2.90074 -1.72520  0.41
22 H 3.44321 5.46886 -2.95068  0.35
23 H 4.06036 7.75529 -2.35571  0.36
24 H 3.87595 8.49932 0.01230  0.34
25 H 3.15160 6.89873 1.74857  0.35
26 H 2.51310 4.57895 1.13472  0.30
27 C -0.65848 -0.37135 0.85168  -1.02
28 C -1.02907 0.40978 -0.42291  1.00
29 C -2.23295 1.35722 -0.32315  0.11
30 F -3.36465 0.67409 -0.00820  -0.27
31 F -2.45637 1.96290 -1.49901  -0.17
32 F -1.18952 -0.45880 -1.44688  -0.31
33 F 0.06509 1.15980 -0.69467  -0.13
34 O -1.10969 -1.72016 0.98100  -0.34
35 C -2.34303 -2.02649 1.48214  0.81
36 C -3.23010 -2.71540 0.44223  0.40
37 F -3.40370 -1.94326 -0.64363  -0.24
38 F -4.45271 -2.95331 0.98228  -0.29
39 F -2.93991 -0.95647 2.03138  -0.31
40 F -2.14609 -2.92282 2.49188  -0.30
41 H 0.42399 -0.47086 0.80680  0.43
42 H -0.86398 0.20492 1.75375  0.33
43 H -2.05468 2.12415 0.43615  0.30
44 H -2.78931 -3.65843 0.13038  0.15
45 C -0.68460 -5.88556 2.12793  -0.54
46 C -1.73096 -6.57311 1.23306  0.87
47 C -2.46938 -7.78331 1.80751  0.09
48 F -1.62580 -8.79156 2.10447  -0.24
49 F -3.34565 -8.24520 0.88368  -0.26
50 F -1.17121 -6.88083 0.04547  -0.29
51 F -2.69721 -5.63791 0.98458  -0.32
52 O 0.68148 -6.21038 1.92303  -0.42
53 C 1.26038 -7.29898 2.52439  0.75
54 C 1.72439 -8.33944 1.50131  0.21
55 F 0.69686 -8.76564 0.74332  -0.22
56 F 2.23414 -9.40993 2.15481  -0.26
57 F 0.45624 -7.83640 3.46134  -0.29
58 F 2.36418 -6.85515 3.16547  -0.30
59 H -0.73904 -4.83116 1.86434  0.22
60 H -0.95763 -5.93622 3.18206  0.40
61 H -3.02690 -7.50470 2.70590  0.31
62 H 2.49072 -7.91353 0.85094  0.24

Calculated values
F_max: 0.020 Eh/bohr
2S+1: 1
frontier orbital gap: 6.36 eV
charge: -1
E_tot: -121516.9796 eV

***

Entry from the Open Molecules 2025 dataset: C19H23F2N2O4PRuS9 as an isolated structure in a non-equilibrium geometry (ωB97M-V/def2-TZVPD).

Each line ends with the Mulliken charge.
CARTESIAN COORDINATES (ANGSTROEM)
1 Ru 0.31195 0.47450 -0.83098  1.52
2 O -3.75690 -1.86912 -0.18905  -0.70
3 C -4.30108 -1.11348 0.77737  0.28
4 C -5.58614 -1.43043 1.22509  -0.65
5 C -6.18808 -0.69057 2.22154  -0.32
6 C -5.51955 0.38430 2.79256  -0.77
7 C -4.25056 0.70816 2.36151  -0.28
8 C -3.62676 -0.02359 1.35470  0.05
9 C -2.27844 0.35397 0.88958  0.80
10 O -1.60432 -0.44627 0.15986  -1.07
11 N -1.84596 1.52673 1.29269  -0.39
12 N -0.63935 1.90480 0.83289  0.02
13 C -0.16830 2.96274 1.37534  -0.10
14 S 1.37403 3.64800 0.99503  0.02
15 C 1.52555 4.44171 2.63397  -0.60
16 C 0.18327 5.05994 2.94440  -0.54
17 S -1.10622 3.79525 2.62781  -0.08
18 H -2.85053 -1.51481 -0.36086  0.27
19 H -6.08314 -2.27648 0.77293  0.42
20 H -7.17861 -0.95799 2.56518  0.36
21 H -5.98856 0.96616 3.57226  0.39
22 H -3.71000 1.53098 2.80129  0.46
23 H 2.31624 5.18662 2.56312  0.37
24 H 1.80194 3.67399 3.35944  0.25
25 H -0.01638 5.91318 2.29620  0.28
26 H 0.08843 5.36109 3.98839  0.38
27 C 0.58804 -3.71185 2.19816  -1.15
28 C 1.81410 -2.90891 1.80431  -0.15
29 O 1.69813 -2.52738 0.43309  -0.34
30 P 2.45023 -1.20704 -0.06863  0.91
31 S 2.11120 -1.05420 -2.03821  -0.51
32 S 2.14309 0.31426 1.21344  -0.50
33 O 3.98065 -1.69976 0.15031  -0.36
34 C 5.04806 -0.77880 -0.03517  -0.23
35 C 6.11567 -1.04188 1.01303  -1.23
36 H 0.61615 -3.92732 3.26471  0.39
37 H 0.54754 -4.64399 1.63962  0.31
38 H -0.31048 -3.13985 1.97708  0.17
39 H 2.73039 -3.49670 1.92243  0.24
40 H 1.89376 -2.00158 2.41766  0.36
41 H 4.66995 0.24584 0.06299  0.32
42 H 5.44367 -0.90730 -1.04800  0.27
43 H 5.68039 -0.98735 2.00957  0.27
44 H 6.89406 -0.28810 0.93231  0.39
45 H 6.55528 -2.02663 0.87558  0.29
46 C -0.67117 -3.17156 -3.38140  -0.61
47 S 0.42217 -2.61469 -4.71621  -0.10
48 C -0.04314 -0.95302 -5.01101  0.22
49 C -0.71179 -0.06077 -4.23427  -0.23
50 S -1.38733 -0.25131 -2.67149  -0.15
51 S -0.95956 1.53251 -4.97751  -0.03
52 C -0.07960 1.24924 -6.45318  0.09
53 S 0.12829 2.37529 -7.62714  -0.28
54 S 0.54064 -0.37886 -6.56134  -0.16
55 H -0.54215 -4.24807 -3.33601  0.40
56 H -1.69623 -2.91541 -3.62545  0.32
57 H -0.36931 -2.71592 -2.44266  -0.01
58 F 0.04352 3.37006 -1.81227  -0.26
59 C 0.78303 2.25448 -2.10955  -0.06
60 F 2.04603 2.50560 -1.58473  -0.28
61 H 0.92421 2.24157 -3.20233  0.31

Calculated values
F_max: 0.040 Eh/bohr
2S+1: 2
expectation value of S²: 0.777
frontier orbital gap (alpha / beta): 6.60 / 7.04 eV
charge: -1
E_tot: -146073.5012 eV

***

Entry from the Open Molecules 2025 dataset: one molecule with the formula C19H23F3N4O2 in a non-equilibrium geometry (ωB97M-V/def2-TZVPD).

Each line ends with the Mulliken charge.
CARTESIAN COORDINATES (ANGSTROEM)
1 O 0.03386 1.42349 -4.03279  -0.73
2 C 0.35078 0.69027 -3.10860  -0.22
3 N 1.13794 -0.38425 -3.32152  -0.10
4 H 1.35519 -0.54025 -4.29782  0.30
5 C 1.58136 -1.40874 -2.39863  0.91
6 C 3.02029 -1.81518 -2.73411  -1.13
7 H 3.51488 -0.95467 -3.19182  0.35
8 C 3.81160 -2.20634 -1.48627  -0.62
9 C 3.43084 -3.56134 -0.89569  -0.83
10 C 1.94577 -3.71975 -0.57049  -0.18
11 C 1.08224 -3.88289 -1.82323  -0.82
12 H 0.20864 -4.49321 -1.58308  0.41
13 C 0.57646 -2.57045 -2.42453  -0.80
14 H -0.30725 -2.23205 -1.88147  0.32
15 H 0.27758 -2.75326 -3.46018  0.17
16 H 1.65646 -4.43570 -2.56969  0.40
17 H 1.83562 -4.61579 0.04542  0.35
18 H 1.59936 -2.87128 0.01951  -0.03
19 H 4.00893 -3.70333 0.02068  0.38
20 H 3.72402 -4.35289 -1.59053  0.33
21 H 4.87517 -2.23162 -1.73697  0.37
22 H 3.67164 -1.43306 -0.72777  0.34
23 H 3.03124 -2.62976 -3.45987  0.35
24 H 1.56541 -0.96072 -1.40318  0.02
25 C -0.09482 0.98557 -1.72962  1.17
26 N -0.17616 0.10083 -0.74607  -0.86
27 N -0.65619 0.78189 0.30660  0.71
28 C -0.88348 2.08923 0.01678  0.73
29 C -0.53744 2.25653 -1.30787  -1.79
30 H -0.58173 3.14289 -1.90249  0.43
31 N -1.32476 2.94903 0.97560  -0.25
32 H -1.69637 3.82900 0.66154  0.34
33 C -1.72120 2.47779 2.29251  1.17
34 C -2.91609 3.23988 2.77092  -0.35
35 C -3.08820 4.08309 3.82830  -0.84
36 C -4.43476 4.51914 3.77037  -0.35
37 C -4.97638 3.91183 2.68183  -0.64
38 O -4.06798 3.13563 2.06967  -0.35
39 H -5.95732 3.94856 2.25189  0.46
40 H -4.92300 5.19059 4.44542  0.44
41 H -2.35173 4.35700 4.55492  0.50
42 C -2.04201 0.97189 2.25854  -1.47
43 H -2.19570 0.60865 3.27450  0.42
44 H -2.96267 0.82607 1.68957  0.52
45 C -0.93283 0.17310 1.56848  -0.09
46 H -1.24110 -0.86763 1.40171  0.37
47 C 0.35478 0.09387 2.40984  0.75
48 F 1.21332 -0.79908 1.90832  -0.20
49 F 1.01029 1.25706 2.48693  -0.30
50 F 0.09722 -0.28654 3.67233  -0.32
51 H -0.90170 2.66693 3.00209  0.28

Calculated values
F_max: 0.020 Eh/bohr
2S+1: 1
SMILES: O=C(NC1CCCCCC1)c1cc2n(n1)[C@@H](C(F)(F)F)C[C@H](c1ccco1)N2
relative energy (zero: lowest compared OMol25 entry of this formula, charge and spin): 24.8 kJ/mol
frontier orbital gap: 8.80 eV
charge: 0
E_tot: -38284.8132 eV

***

Entry from the Open Molecules 2025 dataset: C19H23F6N4NiSb as an isolated structure (ωB97M-V/def2-TZVPD).

Each line ends with the Mulliken charge.
CARTESIAN COORDINATES (ANGSTROEM)
1 Ni -0.24656 0.64231 0.23132  1.24
2 C -0.50632 3.20280 -0.95060  -0.77
3 C 0.51700 3.46771 0.15027  -0.75
4 N 1.18429 2.21537 0.57517  -0.21
5 C 1.54409 2.16603 2.00545  -1.40
6 C 0.40682 1.62346 2.85410  0.78
7 C 0.39972 1.65807 4.23379  -1.00
8 C -0.64859 1.03321 4.89994  -0.38
9 C -1.65485 0.40362 4.18691  -1.10
10 C -1.58842 0.42224 2.80390  0.50
11 C -2.62567 -0.22662 1.91049  -1.13
12 N -2.23825 -0.22599 0.48346  0.03
13 C -3.15448 0.51862 -0.41793  -0.80
14 C -2.42282 1.55130 -1.28191  -0.67
15 N -1.44098 2.21123 -0.42160  -0.12
16 N -0.58299 1.03014 2.18610  1.05
17 H -0.99278 4.13613 -1.24698  0.45
18 H -0.02392 2.77785 -1.83366  0.31
19 H 1.24172 4.21964 -0.16732  0.44
20 H -0.00349 3.87492 1.02147  0.36
21 H 2.00867 2.04989 0.01131  0.35
22 H 2.39134 1.48797 2.11770  0.40
23 H 1.85630 3.14583 2.37616  0.53
24 H 1.20027 2.14040 4.77876  0.52
25 H -0.67115 1.02858 5.98172  0.44
26 H -2.46310 -0.10850 4.69115  0.52
27 H -2.79283 -1.24358 2.25784  0.44
28 H -3.57010 0.30966 2.03276  0.38
29 H -2.11339 -1.18180 0.16870  0.25
30 H -3.71149 -0.16542 -1.05801  0.35
31 H -3.88980 1.03879 0.19930  0.32
32 H -1.87835 1.06049 -2.08821  0.33
33 H -3.14334 2.24394 -1.72589  0.45
34 H -1.90009 2.58487 0.40517  0.34
35 C 0.34302 -0.10351 -1.55396  -1.20
36 C 0.88997 -0.87809 -2.36840  0.40
37 C 1.48624 -1.78011 -3.22565  0.60
38 C 0.76669 -2.29041 -4.34166  -0.43
39 C 1.35553 -3.21387 -5.16398  -0.57
40 C 2.66218 -3.64219 -4.89994  -0.29
41 C 3.38586 -3.15215 -3.81016  -0.63
42 C 2.81121 -2.23081 -2.97257  -0.32
43 H -0.24264 -1.94300 -4.51303  0.45
44 H 0.81695 -3.61553 -6.01076  0.42
45 H 3.12007 -4.37397 -5.55300  0.41
46 H 4.38770 -3.51119 -3.62214  0.42
47 H 3.33139 -1.85485 -2.10401  0.41
48 F 1.17842 -0.78502 1.03190  -0.73
49 Sb 0.93612 -2.72266 1.27299  2.38
50 F -0.34180 -2.24310 2.58239  -0.55
51 F 2.31722 -2.65081 2.52428  -0.54
52 F -0.47903 -2.60055 0.01006  -0.65
53 F 2.13311 -2.95371 -0.15727  -0.50
54 F 0.65535 -4.54759 1.50409  -0.53

Calculated values
F_max: 0.007 Eh/bohr
2S+1: 4
expectation value of S²: 3.789
relative energy (zero: lowest compared OMol25 entry of this formula, charge and spin): 63.5 kJ/mol
frontier orbital gap (alpha / beta): 9.33 / 6.59 eV
charge: +1
E_tot: -89919.5989 eV